Record 1
{
  "formula": "C23H37BF4N2O4",
  "method": "ωB97M-V/def2-TZVPD",
  "homo_ev": -4.45,
  "energy_ha": -1733.065825,
  "mol_weight_g_mol": 492.36,
  "gap_ev": 1.73,
  "spin_multiplicity": 1,
  "max_force_ha_per_bohr": 0.102,
  "species": ["C", "C", "B", "O", "O", "C", "O", "C", "C", "C", "N", "C", "F", "C", "C", "C", "C", "C", "C", "C", "F", "F", "F", "H", "H", "H", "H", "H", "H", "H", "H", "H", "H", "H", "H", "H", "H", "H", "H", "H", "H", "H", "C", "C", "C", "C", "C", "C", "N", "O", "C", "C", "C", "H", "H", "H", "H", "H", "H", "H", "H", "H", "H", "H", "H", "H", "H", "H", "H", "H", "H"],
  "positions_angstrom": [[4.572, -2.103, -0.051], [3.970, -0.619, -0.391], [2.355, -0.538, -0.105], [1.702, -1.296, 0.957], [1.437, 0.275, -0.930], [1.200, -0.400, -2.186], [1.393, 0.221, -3.263], [0.752, -1.922, -2.285], [1.858, -3.041, -2.473], [1.452, -4.526, -2.527], [0.042, -4.847, -2.408], [-0.366, -6.293, -2.414], [0.684, -7.182, -2.818], [-1.036, -6.724, -1.021], [-0.300, -6.158, 0.293], [-1.045, -3.877, -2.271], [-0.752, -2.356, -2.206], [-1.982, -1.345, -2.055], [-2.667, -1.590, -0.615], [-4.143, -2.191, -0.675], [-4.222, -3.559, -1.055], [-4.969, -1.462, -1.575], [-4.673, -2.105, 0.665], [4.239, -2.490, 0.970], [5.724, -2.063, -0.169], [4.216, -2.872, -0.837], [4.567, 0.163, 0.203], [4.182, -0.475, -1.522], [0.890, -1.642, 0.497], [2.943, -2.679, -2.555], [2.286, -5.297, -2.647], [-1.194, -6.367, -3.223], [-2.117, -6.331, -1.008], [-0.994, -7.880, -0.950], [-1.130, -5.788, 1.012], [0.264, -6.979, 0.873], [0.398, -5.272, 0.115], [-2.116, -4.263, -2.214], [-2.724, -1.603, -2.907], [-1.696, -0.242, -2.237], [-2.756, -0.570, -0.074], [-1.988, -2.320, -0.043], [0.327, 6.281, 3.012], [-0.315, 4.883, 2.896], [-1.723, 5.009, 2.272], [-1.749, 5.363, 0.788], [-0.513, 4.892, 0.026], [0.245, 3.717, 0.683], [0.609, 4.110, 2.049], [1.301, 3.158, 2.708], [1.539, 3.521, -0.141], [-0.596, 2.429, 0.572], [-0.534, 4.357, 4.332], [1.310, 6.224, 3.486], [-0.291, 6.954, 3.618], [0.462, 6.753, 2.036], [-2.263, 4.065, 2.407], [-2.314, 5.753, 2.820], [-2.649, 4.930, 0.339], [-1.849, 6.447, 0.666], [-0.800, 4.638, -1.000], [0.170, 5.745, -0.071], [2.195, 4.394, -0.057], [1.310, 3.385, -1.203], [2.105, 2.643, 0.181], [-0.816, 2.205, -0.478], [-1.555, 2.498, 1.092], [-0.066, 1.562, 0.976], [-1.191, 5.030, 4.893], [0.400, 4.293, 4.895], [-1.004, 3.369, 4.330]],
  "lowdin_charge": [-0.127, -0.118, -0.462, 0.088, 0.071, -0.341, 0.091, -0.035, 0.034, 0.009, -0.084, -0.273, -0.027, -0.162, -0.108, 0.030, -0.085, -0.119, -0.065, -0.391, 0.048, 0.062, 0.037, 0.080, 0.083, 0.052, 0.116, 0.114, 0.098, 0.105, 0.132, 0.164, 0.109, 0.128, 0.082, 0.082, 0.068, 0.120, 0.133, 0.131, 0.142, 0.132, -0.028, -0.490, -0.151, -0.184, -0.147, -0.490, -0.113, -0.087, -0.030, -0.019, -0.044, 0.089, 0.084, 0.075, 0.104, 0.120, 0.108, 0.107, 0.119, 0.110, 0.088, 0.088, 0.069, 0.082, 0.074, 0.075, 0.084, 0.080, 0.084]
}

=====

Record 2
{
  "formula": "C23H37N3O3S",
  "method": "ωB97M-V/def2-TZVPD",
  "smiles": "CC(C)CN(CC(C)C)S(=O)(=O)N1CCC(C(=O)N2CCc3ccccc3C2)CC1",
  "homo_ev": -8.86,
  "energy_ha": -1686.817664,
  "mol_weight_g_mol": 435.63,
  "gap_ev": 9.48,
  "spin_multiplicity": 1,
  "max_force_ha_per_bohr": 0.021,
  "species": ["C", "H", "H", "H", "C", "C", "H", "H", "H", "C", "N", "S", "O", "O", "N", "C", "C", "H", "H", "C", "C", "O", "N", "C", "C", "C", "C", "C", "C", "C", "C", "C", "H", "H", "H", "H", "H", "H", "H", "H", "H", "H", "C", "C", "H", "H", "H", "H", "H", "H", "H", "C", "H", "C", "C", "H", "H", "H", "C", "H", "H", "H", "H", "H", "H", "H", "H"],
  "positions_angstrom": [[-5.339, -0.514, -1.751], [-4.398, -0.532, -2.296], [-6.131, -0.209, -2.433], [-5.538, -1.527, -1.410], [-5.267, 0.437, -0.561], [-6.588, 0.437, 0.206], [-6.551, 1.130, 1.045], [-6.800, -0.558, 0.591], [-7.404, 0.734, -0.447], [-4.135, 0.036, 0.397], [-2.797, 0.018, -0.156], [-2.314, -1.423, -0.866], [-2.106, -1.258, -2.276], [-3.187, -2.460, -0.414], [-0.834, -1.752, -0.218], [0.351, -1.163, -0.785], [1.543, -2.075, -0.499], [2.436, -1.650, -0.961], [1.348, -3.052, -0.944], [1.722, -2.244, 1.019], [2.169, -0.920, 1.633], [1.401, -0.176, 2.218], [3.477, -0.591, 1.505], [4.515, -1.284, 0.783], [5.028, -0.460, -0.376], [5.738, -1.081, -1.396], [6.239, -0.348, -2.455], [6.031, 1.020, -2.502], [5.325, 1.643, -1.490], [4.819, 0.916, -0.418], [4.032, 1.611, 0.660], [3.906, 0.735, 1.905], [3.164, 1.141, 2.594], [4.870, 0.652, 2.414], [4.502, 2.563, 0.914], [3.029, 1.829, 0.278], [5.161, 2.710, -1.524], [6.419, 1.600, -3.325], [6.789, -0.843, -3.241], [5.897, -2.149, -1.354], [4.177, -2.254, 0.424], [5.351, -1.465, 1.478], [0.406, -2.747, 1.628], [-0.792, -1.890, 1.220], [-1.724, -2.374, 1.512], [-0.723, -0.911, 1.704], [0.481, -2.747, 2.716], [0.242, -3.770, 1.286], [2.487, -3.002, 1.219], [0.180, -1.073, -1.858], [0.544, -0.166, -0.361], [-2.281, 1.188, -0.836], [-2.973, 1.530, -1.616], [-1.915, 2.382, 0.071], [-1.267, 1.943, 1.380], [-1.952, 1.332, 1.960], [-0.364, 1.365, 1.205], [-0.999, 2.816, 1.972], [-3.106, 3.301, 0.344], [-3.574, 3.612, -0.587], [-2.769, 4.195, 0.867], [-3.853, 2.811, 0.961], [-1.183, 2.970, -0.497], [-1.382, 0.842, -1.344], [-4.137, 0.699, 1.268], [-4.312, -0.983, 0.744], [-5.084, 1.453, -0.925]],
  "lowdin_charge": [-0.064, 0.055, 0.082, 0.085, -0.411, -0.072, 0.074, 0.083, 0.077, -0.191, -0.203, 0.632, -0.277, -0.266, -0.218, -0.187, -0.103, 0.112, 0.130, -0.220, -0.409, 0.056, -0.039, -0.101, -0.157, -0.041, -0.085, -0.084, -0.038, -0.171, -0.104, -0.127, 0.122, 0.134, 0.122, 0.126, 0.114, 0.102, 0.102, 0.114, 0.114, 0.141, -0.107, -0.187, 0.120, 0.102, 0.125, 0.124, 0.137, 0.121, 0.119, -0.178, 0.125, -0.386, -0.063, 0.075, 0.051, 0.082, -0.076, 0.077, 0.077, 0.066, 0.134, 0.104, 0.113, 0.118, 0.119]
}

=====

Record 3
{
  "formula": "C23H38Br6O12",
  "method": "ωB97M-V/def2-TZVPD",
  "homo_ev": -9.45,
  "energy_ha": -17246.075004,
  "mol_weight_g_mol": 985.97,
  "gap_ev": 8.76,
  "spin_multiplicity": 1,
  "max_force_ha_per_bohr": 0.083,
  "species": ["C", "C", "C", "O", "C", "O", "O", "H", "H", "H", "H", "H", "H", "C", "C", "C", "O", "C", "O", "O", "H", "H", "H", "H", "H", "H", "C", "C", "C", "O", "C", "O", "O", "H", "H", "H", "H", "H", "H", "C", "C", "O", "C", "H", "H", "H", "H", "H", "H", "C", "C", "O", "C", "H", "H", "H", "H", "H", "H", "C", "C", "O", "C", "H", "H", "H", "H", "H", "H", "C", "Br", "Br", "Br", "H", "C", "Br", "Br", "Br", "H"],
  "positions_angstrom": [[9.288, 15.587, 36.635], [10.659, 15.761, 37.255], [10.819, 15.132, 38.670], [11.978, 14.333, 38.503], [12.370, 14.302, 37.243], [13.239, 13.606, 36.749], [11.540, 15.056, 36.453], [8.612, 16.361, 36.998], [8.902, 14.585, 36.827], [9.289, 15.731, 35.554], [11.016, 16.790, 37.258], [9.959, 14.505, 38.907], [10.868, 15.936, 39.405], [23.090, 13.613, 35.508], [21.799, 13.091, 34.959], [21.038, 14.160, 34.165], [20.764, 13.482, 32.998], [21.309, 12.273, 32.923], [21.226, 11.529, 32.011], [22.082, 12.066, 33.987], [23.858, 13.746, 34.746], [23.448, 12.916, 36.265], [23.019, 14.546, 36.067], [21.227, 12.561, 35.721], [21.574, 15.096, 34.008], [20.110, 14.393, 34.688], [14.713, 14.545, 28.871], [14.826, 15.200, 27.500], [16.237, 15.255, 27.029], [16.073, 14.738, 25.768], [14.857, 14.257, 25.486], [14.455, 13.748, 24.427], [14.145, 14.381, 26.566], [15.140, 13.554, 29.024], [13.668, 14.417, 29.154], [15.016, 15.215, 29.677], [14.373, 16.191, 27.487], [16.895, 14.591, 27.590], [16.679, 16.251, 27.035], [16.205, 3.160, 34.880], [17.152, 4.153, 35.472], [17.746, 3.842, 36.509], [17.428, 5.460, 34.727], [16.224, 2.176, 35.349], [16.387, 3.117, 33.806], [15.207, 3.598, 34.877], [18.193, 5.127, 34.025], [17.724, 6.291, 35.367], [16.508, 5.761, 34.227], [29.873, 17.004, 37.754], [30.309, 17.033, 39.236], [30.533, 18.099, 39.768], [30.569, 15.667, 39.847], [28.839, 16.678, 37.644], [30.419, 16.204, 37.252], [30.080, 17.999, 37.361], [31.609, 15.346, 39.790], [30.050, 14.844, 39.354], [30.203, 15.559, 40.868], [20.284, 21.992, 29.987], [19.410, 21.971, 31.224], [19.785, 21.286, 32.187], [18.146, 22.813, 31.284], [19.909, 21.181, 29.364], [21.292, 21.712, 30.294], [20.254, 22.931, 29.434], [17.515, 22.317, 32.022], [17.556, 22.849, 30.368], [18.398, 23.819, 31.620], [22.830, 8.994, 24.157], [24.678, 8.787, 23.592], [21.677, 7.346, 23.939], [22.107, 10.649, 23.289], [22.859, 9.221, 25.223], [18.347, 16.501, 41.133], [18.581, 17.378, 42.904], [18.904, 14.598, 41.233], [19.230, 17.496, 39.619], [17.267, 16.525, 40.987]],
  "lowdin_charge": [-0.022, -0.350, -0.070, 0.091, -0.531, 0.134, 0.071, 0.086, 0.090, 0.087, 0.152, 0.129, 0.133, -0.036, -0.301, -0.111, 0.082, -0.601, 0.175, 0.094, 0.098, 0.084, 0.088, 0.156, 0.137, 0.136, -0.025, -0.313, -0.129, 0.079, -0.544, 0.114, 0.115, 0.095, 0.082, 0.088, 0.159, 0.138, 0.142, -0.036, -0.486, 0.036, -0.018, 0.088, 0.082, 0.085, 0.091, 0.083, 0.075, -0.027, -0.474, 0.064, -0.034, 0.080, 0.074, 0.080, 0.087, 0.070, 0.080, -0.029, -0.471, 0.032, -0.025, 0.086, 0.082, 0.079, 0.079, 0.078, 0.088, -1.508, 0.542, 0.502, 0.499, -0.035, -1.492, 0.512, 0.516, 0.498, -0.035]
}